A cluster of 11 separate species, C43H110N17O10P3 in total at a distorted geometry, computed with the ωB97M-V functional and the def2-TZVPD basis.

Last columns: bonded neighbours and bond lengths (Å).
CARTESIAN COORDINATES (ANGSTROEM)
1 P -0.970 2.854 4.966  O11 1.470, N15 1.656, N22 1.727, N28 1.600
2 P -3.690 -1.852 2.122  O7 1.480, N18 1.667, N24 1.652, N30 1.627
3 P -1.305 -4.087 -5.667  O13 1.458, N14 1.717, N19 1.694, N23 1.700
4 O -4.895 4.304 0.695  C55 1.259
5 O 4.000 1.407 2.461  C35 1.207
6 O 1.117 2.059 -6.459  C50 1.202
7 O -3.623 -0.542 1.436  P2 1.480
8 O 0.761 3.946 -0.842  C60 1.234
9 O 3.340 -1.420 -2.348  C36 1.209
10 O 5.534 -2.530 1.555  C56 1.193
11 O -0.003 2.066 4.189  P1 1.470
12 O -0.117 -2.151 -0.710  C32 1.222
13 O -1.856 -5.136 -6.516  P3 1.458
14 N 0.237 -3.611 -6.254  P3 1.717, C34 1.439, C40 1.460
15 N -0.248 4.108 5.771  P1 1.656, C51 1.532, C69 1.450
16 N 4.368 3.078 -1.278  C54 1.152
17 N 3.169 3.447 2.181  C35 1.346, C59 1.398, C65 1.469
18 N -2.781 -2.081 3.501  P2 1.667, C31 1.445, C63 1.452
19 N -1.274 -4.584 -4.047  P3 1.694, C37 1.487, C64 1.430
20 N -3.742 2.710 -0.502  C55 1.335, C62 1.445, C72 1.474
21 N 3.729 -3.685 -2.152  C36 1.393, C44 1.431, C57 1.406
22 N -2.287 3.603 4.138  P1 1.727, C70 1.527, C73 1.445
23 N -2.084 -2.576 -5.698  P3 1.700, C49 1.501, C61 1.497
24 N -5.253 -2.107 2.589  P2 1.652, C45 1.420, C48 1.415
25 N 3.354 -2.509 2.320  C42 1.449, C56 1.404, C66 1.455
26 N 1.861 4.284 -2.800  C38 1.528, C53 1.462, C60 1.321
27 N 0.228 -0.051 0.154  C32 1.335, C67 1.443, C68 1.419
28 N -1.747 1.879 5.969  P1 1.600, C39 1.466, C43 1.468
29 N 0.104 1.289 -4.532  C46 1.419, C50 1.349, C52 1.498
30 N -3.106 -3.059 1.202  P2 1.627, C41 1.478, C47 1.464
31 C -3.393 -1.715 4.758  N18 1.445, H113 1.063, H160 1.066, H172 1.158
32 C -0.504 -1.109 -0.202  O12 1.222, N27 1.335, H178 1.083
33 C 7.266 0.865 -1.692  C71 1.549, H86 1.136, H107 1.087, H131 1.083
34 C 1.104 -4.708 -6.593  N14 1.439, H81 1.058, H94 1.114, H155 1.116
35 C 3.040 2.139 2.466  O5 1.207, N17 1.346, H122 1.069
36 C 2.946 -2.561 -2.407  O9 1.209, N21 1.393, H183 1.091
37 C -1.737 -5.965 -3.745  N19 1.487, H103 1.112, H120 1.171, H170 1.079
38 C 1.599 5.790 -2.794  N26 1.528, H82 1.116, H123 1.059, H180 1.112
39 C -2.730 2.449 6.896  N28 1.466, H109 1.084, H145 1.114, H161 1.039
40 C 0.813 -2.284 -6.054  N14 1.460, H152 1.110, H167 1.069, H171 1.133
41 C -3.426 -3.093 -0.240  N30 1.478, H83 1.060, H111 1.140, H144 1.142
42 C 2.429 -1.794 3.176  N25 1.449, H85 1.069, H97 1.120, H133 1.134
43 C -1.007 0.719 6.479  N28 1.468, H148 1.130, H151 1.104, H173 1.063
44 C 5.114 -3.608 -1.800  N21 1.431, H78 1.091, H118 1.105, H163 1.055
45 C -5.707 -3.378 3.031  N24 1.420, H116 1.060, H149 1.135, H162 1.061
46 C 0.107 0.255 -3.560  N29 1.419, H76 1.155, H84 1.109, H140 1.092
47 C -2.532 -4.312 1.697  N30 1.464, H79 1.071, H80 1.121, H175 1.110
48 C -6.190 -1.048 2.650  N24 1.415, H98 1.089, H127 1.107, H158 1.143
49 C -2.238 -2.030 -7.087  N23 1.501, H117 1.094, H132 1.096, H174 1.136
50 C 1.031 1.324 -5.511  O6 1.202, N29 1.349, H182 1.072
51 C -1.035 5.289 6.348  N15 1.532, H114 1.118, H125 1.095, H153 1.107
52 C -0.830 2.453 -4.405  N29 1.498, H91 1.129, H100 1.105, H104 1.115
53 C 2.955 3.806 -3.643  N26 1.462, H87 1.124, H102 1.100, H165 1.071
54 C 4.698 2.025 -0.948  N16 1.152, C58 1.438
55 C -4.669 3.108 0.373  O4 1.259, N20 1.335, H75 1.072
56 C 4.678 -2.051 2.235  O10 1.193, N25 1.404, H135 1.129
57 C 3.237 -5.001 -2.192  N21 1.406, H96 1.097, H110 1.145, H112 1.095
58 C 5.036 0.682 -0.558  C54 1.438, C71 1.485, H124 1.080, H156 1.102
59 C 4.356 4.071 1.784  N17 1.398, H121 1.097, H129 1.054, H168 1.046
60 C 1.463 3.550 -1.776  O8 1.234, N26 1.321, H93 1.085
61 C -3.179 -2.329 -4.709  N23 1.497, H128 1.084, H137 1.094, H146 1.111
62 C -2.958 3.698 -1.207  N20 1.445, H77 1.066, H130 1.078, H177 1.076
63 C -1.390 -1.682 3.394  N18 1.452, H88 1.085, H119 1.058, H136 1.133
64 C -0.533 -3.930 -3.014  N19 1.430, H139 1.094, H141 1.087, H179 1.096
65 C 1.951 4.254 2.326  N17 1.469, H134 1.046, H143 1.093, H164 1.104
66 C 2.929 -3.681 1.572  N25 1.455, H101 1.130, H154 1.062, H181 1.137
67 C -0.357 1.071 0.850  N27 1.443, H90 1.112, H166 1.094, H176 1.103
68 C 1.634 -0.071 -0.036  N27 1.419, H74 1.121, H95 1.116, H169 1.068
69 C 1.181 4.164 6.012  N15 1.450, H115 1.088, H142 1.045, H157 1.084
70 C -1.872 4.757 3.227  N22 1.527, H89 1.084, H105 1.091, H147 1.074
71 C 6.501 0.501 -0.395  C33 1.549, C58 1.485, H99 1.098, H159 1.093
72 C -3.808 1.342 -1.045  N20 1.474, H106 1.076, H138 1.084, H150 1.095
73 C -3.190 2.709 3.450  N22 1.445, H92 1.093, H108 1.087, H126 1.097
74 H 1.998 0.978 0.122  C68 1.121
75 H -5.333 2.311 0.642  C55 1.072
76 H -0.854 -0.375 -3.678  C46 1.155
77 H -3.078 4.695 -0.849  C62 1.066
78 H 5.220 -3.746 -0.723  C44 1.091
79 H -3.066 -5.198 1.420  C47 1.071
80 H -1.451 -4.511 1.475  C47 1.121
81 H 1.859 -4.314 -7.221  C34 1.058
82 H 2.167 6.329 -1.999  C38 1.116
83 H -3.831 -2.214 -0.673  C41 1.060
84 H 0.053 0.667 -2.532  C46 1.109
85 H 2.972 -1.010 3.659  C42 1.069
86 H 7.408 1.992 -1.709  C33 1.136
87 H 3.933 4.289 -3.372  C53 1.124
88 H -1.145 -1.763 2.340  C63 1.085
89 H -2.760 5.143 2.741  C70 1.084
90 H -0.024 1.022 1.910  C67 1.112
91 H -0.670 2.970 -3.415  C52 1.129
92 H -4.039 3.269 3.049  C73 1.093
93 H 1.700 2.497 -1.884  C60 1.085
94 H 1.638 -5.230 -5.766  C34 1.114
95 H 1.828 -0.467 -1.061  C68 1.116
96 H 3.251 -5.444 -1.189  C57 1.097
97 H 1.584 -1.321 2.614  C42 1.120
98 H -5.731 -0.096 2.391  C48 1.089
99 H 6.890 1.039 0.479  C71 1.098
100 H -0.586 3.145 -5.231  C52 1.105
101 H 1.962 -3.422 1.048  C66 1.130
102 H 2.785 4.100 -4.690  C53 1.100
103 H -2.108 -6.445 -4.677  C37 1.112
104 H -1.914 2.207 -4.493  C52 1.115
105 H -1.154 4.447 2.467  C70 1.091
106 H -4.499 1.302 -1.869  C72 1.076
107 H 6.622 0.603 -2.527  C33 1.087
108 H -2.710 2.100 2.690  C73 1.087
109 H -3.389 1.617 7.115  C39 1.084
110 H 3.815 -5.632 -2.953  C57 1.145
111 H -4.128 -3.918 -0.595  C41 1.140
112 H 2.169 -4.908 -2.411  C57 1.095
113 H -3.592 -0.692 4.968  C31 1.063
114 H -2.110 5.241 6.044  C51 1.118
115 H 1.639 5.151 6.004  C69 1.088
116 H -6.494 -3.617 2.363  C45 1.060
117 H -3.244 -2.239 -7.459  C49 1.094
118 H 5.418 -2.562 -1.984  C44 1.105
119 H -1.218 -0.710 3.777  C63 1.058
120 H -0.832 -6.668 -3.508  C37 1.171
121 H 5.107 3.296 1.589  C59 1.097
122 H 2.015 1.882 2.619  C35 1.069
123 H 0.550 5.903 -2.702  C38 1.059
124 H 4.674 0.085 -1.381  C58 1.080
125 H -1.099 5.266 7.441  C51 1.095
126 H -3.715 2.003 4.105  C73 1.097
127 H -6.593 -0.986 3.679  C48 1.107
128 H -3.155 -1.279 -4.437  C61 1.084
129 H 4.246 4.464 0.813  C59 1.054
130 H -3.187 3.648 -2.259  C62 1.078
131 H 8.221 0.360 -1.760  C33 1.083
132 H -2.102 -0.946 -6.994  C49 1.096
133 H 1.868 -2.383 3.967  C42 1.134
134 H 2.200 5.095 2.897  C65 1.046
135 H 4.747 -1.039 2.731  C56 1.129
136 H -0.772 -2.457 3.943  C63 1.133
137 H -3.064 -2.975 -3.834  C61 1.094
138 H -2.819 1.034 -1.364  C72 1.084
139 H -0.296 -2.882 -3.218  C64 1.094
140 H 0.988 -0.379 -3.675  C46 1.092
141 H -1.155 -3.881 -2.124  C64 1.087
142 H 1.628 3.667 5.209  C69 1.045
143 H 1.153 3.729 2.858  C65 1.093
144 H -2.458 -3.309 -0.805  C41 1.142
145 H -2.248 2.718 7.863  C39 1.114
146 H -4.204 -2.591 -5.051  C61 1.111
147 H -1.526 5.581 3.822  C70 1.074
148 H -1.731 -0.060 6.860  C43 1.130
149 H -6.118 -3.501 4.082  C45 1.135
150 H -4.376 0.759 -0.311  C72 1.095
151 H -0.440 1.021 7.376  C43 1.104
152 H 1.010 -1.741 -7.002  C40 1.110
153 H -0.586 6.248 6.024  C51 1.107
154 H 3.693 -3.878 0.861  C66 1.062
155 H 0.571 -5.508 -7.158  C34 1.116
156 H 4.506 0.402 0.366  C58 1.102
157 H 1.422 3.793 7.002  C69 1.084
158 H -7.062 -1.220 1.931  C48 1.143
159 H 6.746 -0.519 -0.086  C71 1.093
160 H -2.801 -2.090 5.561  C31 1.066
161 H -3.163 3.285 6.455  C39 1.039
162 H -4.899 -4.053 2.902  C45 1.061
163 H 5.695 -4.277 -2.372  C44 1.055
164 H 1.544 4.547 1.342  C65 1.104
165 H 3.099 2.746 -3.686  C53 1.071
166 H -0.109 2.070 0.479  C67 1.094
167 H 0.230 -1.613 -5.460  C40 1.069
168 H 4.717 4.883 2.336  C59 1.046
169 H 2.088 -0.762 0.640  C68 1.068
170 H -2.478 -5.888 -2.964  C37 1.079
171 H 1.813 -2.505 -5.570  C40 1.133
172 H -4.431 -2.229 4.784  C31 1.158
173 H -0.418 0.354 5.673  C43 1.063
174 H -1.463 -2.388 -7.837  C49 1.136
175 H -2.478 -4.253 2.804  C47 1.110
176 H -1.444 0.888 0.837  C67 1.103
177 H -1.888 3.597 -1.173  C62 1.076
178 H -1.528 -1.016 0.136  C32 1.083
179 H 0.404 -4.460 -2.808  C64 1.096
180 H 2.010 6.211 -3.737  C38 1.112
181 H 2.652 -4.545 2.258  C66 1.137
182 H 1.770 0.553 -5.425  C50 1.072
183 H 1.883 -2.806 -2.453  C36 1.091

Spin multiplicity: 1
Calculated total energy, Ha: -4411.8065
Largest force on an atom, eV Å⁻¹: 3.43
Structure (SMILES): CN(C)P(=O)(N(C)C)N(C)C.CN(C)P(=O)(N(C)C)N(C)C.CN(C)P(=O)(N(C)C)N(C)C.CN(C)C=O.CN(C)C=O.CN(C)C=O.CN(C)C=O.CN(C)C=O.CN(C)C=O.CN(C)C=O.CCCC#N

Here are the Löwdin charges for atoms 1 to 99, given in e:
1. P 0.479
2. P 0.494
3. P 0.539
4. O -0.042
5. O -0.006
6. O 0.025
7. O -0.286
8. O -0.038
9. O -0.009
10. O 0.028
11. O -0.286
12. O -0.009
13. O -0.289
14. N -0.305
15. N -0.261
16. N 0.203
17. N -0.153
18. N -0.298
19. N -0.315
20. N -0.158
21. N -0.204
22. N -0.270
23. N -0.295
24. N -0.342
25. N -0.189
26. N -0.149
27. N -0.174
28. N -0.314
29. N -0.169
30. N -0.270
31. C -0.101
32. C -0.355
33. C -0.088
34. C -0.134
35. C -0.333
36. C -0.281
37. C -0.093
38. C 0.005
39. C -0.090
40. C -0.122
41. C -0.093
42. C -0.078
43. C -0.092
44. C -0.039
45. C -0.120
46. C -0.080
47. C -0.111
48. C -0.122
49. C -0.100
50. C -0.383
51. C -0.089
52. C -0.015
53. C -0.099
54. C -0.183
55. C -0.329
56. C -0.318
57. C -0.081
58. C -0.203
59. C -0.068
60. C -0.402
61. C -0.098
62. C -0.038
63. C -0.092
64. C -0.133
65. C -0.035
66. C -0.042
67. C -0.034
68. C -0.039
69. C -0.105
70. C -0.057
71. C -0.256
72. C -0.041
73. C -0.131
74. H 0.100
75. H 0.123
76. H 0.105
77. H 0.081
78. H 0.075
79. H 0.070
80. H 0.095
81. H 0.062
82. H 0.099
83. H 0.055
84. H 0.079
85. H 0.064
86. H 0.093
87. H 0.085
88. H 0.059
89. H 0.078
90. H 0.073
91. H 0.077
92. H 0.075
93. H 0.112
94. H 0.082
95. H 0.078
96. H 0.090
97. H 0.074
98. H 0.063
99. H 0.116